No. 1
Formula: C3H2FO2Rh
Source: OMol25
Level of theory: ωB97M-V/def2-TZVPD

Values from the calculation:
charge	+2
HOMO-LUMO gap (spin up / spin down)	8.720 / 8.199	eV
E_LUMO (spin up / spin down)	-12.5 / -13.7	eV
⟨S²⟩	6.02
multiplicity	5

Geometry as XYZ:
```
9
Properties=species:S:1:pos:R:3:lowdin_charge:R:1
F -0.66728 2.08718 -0.21671 0.12
O 0.68396 -1.20613 -0.64292 -0.13
O 1.40965 1.03494 0.18184 0.01
C -0.53199 -1.19950 -0.03567 0.08
C -0.85509 0.17133 0.22578 0.15
C 0.25297 0.92311 -0.27337 -0.16
H -1.29764 -1.73222 -0.62166 0.20
H -1.46065 0.43964 1.08973 0.19
Rh 2.46606 -0.51835 0.29299 1.54
```

=====

No. 2
Formula: C5H12O2
Source: OMol25
Level of theory: ωB97M-V/def2-TZVPD

Values from the calculation:
HOMO-LUMO gap	10.978	eV
E_LUMO	0.9	eV

Geometry as XYZ:
```
19
Properties=species:S:1:pos:R:3:lowdin_charge:R:1
C -1.81942 1.57920 -1.38298 -0.11
C -0.62762 0.63508 -1.26759 -0.23
C -0.02100 0.60154 0.13864 -0.41
O -0.98537 0.21975 1.11121 -0.04
C 1.15964 -0.37854 0.17030 -0.16
C 1.56363 -0.95403 1.50280 -0.14
O 0.86452 -2.34870 1.38595 -0.15
H -2.27197 1.53207 -2.37927 0.07
H -2.58163 1.31864 -0.64274 0.07
H -1.51889 2.61766 -1.19969 0.07
H 0.15502 0.91811 -1.98516 0.11
H -0.92698 -0.39063 -1.52732 0.12
H 0.24275 1.63407 0.42053 0.15
H -1.13753 -0.73039 0.99890 0.10
H 1.96941 -0.11898 -0.52530 0.12
H 0.78329 -1.45456 0.01691 0.12
H 1.06975 -0.50481 2.36557 0.11
H 2.63879 -1.08040 1.64994 0.11
H 1.44356 -3.09509 1.14930 0.08
```

=====

No. 3
Formula: C25H18BrCoF3N4O4
Source: OMol25
Level of theory: ωB97M-V/def2-TZVPD

Values from the calculation:
HOMO-LUMO gap (spin up / spin down)	8.525 / 8.601	eV
E_LUMO (spin up / spin down)	-0.5 / -0.5	eV
⟨S²⟩	3.76
multiplicity	4

Geometry as XYZ:
```
56
Properties=species:S:1:pos:R:3:lowdin_charge:R:1
Co -0.04734 0.40827 0.29047 0.79
C 1.52996 2.19755 2.95654 -0.02
C 1.57710 0.71396 3.11522 -0.29
C 2.52502 0.12272 3.95486 -0.01
C 2.59852 -1.24798 4.04859 -0.04
C 1.69442 -2.02202 3.33424 -0.01
C 0.76684 -1.37446 2.54407 -0.21
N 0.71987 -0.03682 2.41794 0.13
C -0.27603 -2.11438 1.78588 -0.17
C -0.62619 -3.43315 2.04371 0.01
C -1.68228 -3.98607 1.34192 -0.03
C -2.38963 -3.21161 0.43712 0.01
C -1.98016 -1.90179 0.23146 -0.21
N -0.92787 -1.40200 0.87115 0.10
C -2.70216 -0.93429 -0.63708 -0.24
C -3.68504 -1.33548 -1.52509 -0.03
C -4.35212 -0.36031 -2.24873 -0.04
C -4.03526 0.96455 -2.03298 -0.01
C -3.02988 1.29606 -1.12446 -0.29
C -2.70065 2.73430 -0.86601 -0.01
N -2.35804 0.34965 -0.46390 0.14
H 2.02637 2.68486 3.79422 0.08
H 0.50716 2.55464 2.86807 0.08
H 2.04148 2.46180 2.03034 0.08
H 3.20849 0.75699 4.50188 0.12
H 3.35062 -1.71876 4.66800 0.11
H 1.73765 -3.10004 3.37575 0.11
H -0.10319 -4.00810 2.79280 0.11
H -1.97693 -5.01108 1.52426 0.12
H -3.25144 -3.61406 -0.07317 0.11
H -3.91456 -2.38069 -1.66843 0.11
H -5.11746 -0.63515 -2.96271 0.11
H -4.55609 1.75535 -2.55604 0.12
H -3.61877 3.31819 -0.79846 0.09
H -2.11272 3.15124 -1.68697 0.09
H -2.12439 2.84939 0.04694 0.07
Br -0.13855 -1.65152 -2.85183 0.84
C 0.39125 0.16450 -2.96795 -0.69
C 0.90416 0.62101 -4.17008 -0.10
C 1.28037 1.95281 -4.24329 -0.04
C 1.12691 2.76208 -3.13036 0.02
C 0.61603 2.20219 -1.97366 -0.16
N 0.24797 0.91756 -1.89450 0.06
C 0.43266 3.03859 -0.71115 -0.61
O 0.52283 4.24951 -0.80561 0.06
O 0.17322 2.35798 0.34258 -0.12
H 1.00445 -0.05062 -5.00907 0.10
H 1.69065 2.34798 -5.16344 0.11
H 1.39489 3.80827 -3.11849 0.12
F 5.05527 -0.95188 0.00223 0.15
C 3.82310 -1.43040 -0.17632 -0.54
F 3.76505 -1.95195 -1.41482 0.14
F 3.66004 -2.45265 0.69419 0.13
C 2.72126 -0.35854 0.03929 -0.56
O 3.05180 0.76628 0.37591 0.08
O 1.56132 -0.83250 -0.15502 -0.10
```

=====

No. 4
Formula: C5H9NO
Source: OMol25
Level of theory: ωB97M-V/def2-TZVPD

Values from the calculation:
HOMO-LUMO gap (spin up / spin down)	8.077 / 8.079	eV
E_LUMO (spin up / spin down)	-0.5 / -0.5	eV

Geometry as XYZ:
```
16
Properties=species:S:1:pos:R:3:lowdin_charge:R:1
C -1.35294 0.29586 1.41918 -0.06
C -0.62363 0.56267 0.11784 -0.32
N 0.77396 1.15958 0.21557 0.06
C 1.13012 -0.98201 0.43990 0.13
C 0.16486 -0.53093 -0.68112 -0.58
O -0.36016 -1.53125 -1.50930 0.02
C 0.99117 0.62728 -1.22807 -0.11
H -1.53522 1.24054 1.95069 0.08
H -2.32739 -0.16931 1.21194 0.08
H -0.77164 -0.37083 2.06520 0.07
H -1.20630 1.21397 -0.55005 0.14
H 1.23107 0.32093 0.94671 0.09
H 2.08199 -1.27090 -0.06486 0.05
H -0.72061 -2.22480 -0.92119 0.11
H 0.51449 1.32351 -1.93733 0.12
H 2.03657 0.44390 -1.49824 0.11
```

=====

No. 5
Formula: C8H17NiO3P2
Source: OMol25
Level of theory: ωB97M-V/def2-TZVPD

Values from the calculation:
charge	-1
HOMO-LUMO gap (spin up / spin down)	3.162 / 4.605	eV
E_LUMO (spin up / spin down)	2.9 / 2.8	eV
⟨S²⟩	2.02
multiplicity	3

Geometry as XYZ:
```
31
Properties=species:S:1:pos:R:3:lowdin_charge:R:1
C 0.48305 0.43304 -4.15207 -0.25
C 1.29495 1.55382 -4.22810 -0.32
C 2.04234 2.13062 -3.12354 -0.32
C 1.89969 2.07868 -1.67810 -0.31
C 1.29569 1.05729 -0.96822 -0.22
Ni 1.04215 0.69114 -2.59159 0.01
P -0.03873 -1.07096 -1.93276 0.79
H -0.08973 -0.10354 -4.87767 -0.01
H 1.44876 2.03165 -5.19028 0.08
H 2.80239 2.82898 -3.44257 0.06
H 1.19822 0.84837 0.07888 0.00
H 2.36720 2.88744 -1.12966 0.08
H 0.73559 -2.03564 -1.20571 -0.11
H -0.68779 -1.89654 -2.90840 -0.14
H -1.10306 -0.84414 -0.99900 -0.12
C -0.31267 -2.79800 1.60143 -0.18
O -0.00611 -1.39656 1.53137 -0.46
P 0.55889 -0.55574 2.87577 0.87
O -0.58261 -0.94580 3.98671 -0.41
C -1.98560 -0.65514 3.87203 -0.14
O 0.19067 0.99117 2.44713 -0.39
C -0.88419 1.41120 1.57678 -0.15
H 0.00244 -3.23156 0.64391 0.04
H -1.39569 -2.94040 1.72489 0.08
H 0.21745 -3.30446 2.42407 0.07
H -2.33857 -0.54442 2.83326 0.08
H -2.49965 -1.50446 4.33440 0.08
H -2.20962 0.25463 4.44341 0.08
H -1.21899 0.62681 0.88184 0.06
H -1.73152 1.75468 2.18502 0.07
H -0.49494 2.24787 0.98677 0.08
```

=====

No. 6
Formula: C5H8FeO2
Source: OMol25
Level of theory: ωB97M-V/def2-TZVPD

Values from the calculation:
charge	+1
HOMO-LUMO gap (spin up / spin down)	7.497 / 8.017	eV
E_LUMO (spin up / spin down)	-4.4 / -5.9	eV
⟨S²⟩	8.76
multiplicity	6

Geometry as XYZ:
```
16
Properties=species:S:1:pos:R:3:lowdin_charge:R:1
O 0.24709 -0.29562 -0.65322 0.03
C -0.13581 0.93074 -0.71890 -0.40
Fe 0.99300 2.79318 -0.72861 0.87
O -1.42431 1.08297 -0.65613 -0.04
C -2.34250 0.02941 -0.57320 -0.15
C -3.61895 0.32232 -0.37930 0.10
H -4.34676 -0.48712 -0.35493 0.09
H -1.93482 -0.97465 -0.66137 0.13
H -3.96519 1.35157 -0.28592 0.09
H 1.26248 -0.43873 -0.92012 0.16
C 2.11990 -0.42030 1.42831 -0.05
H 2.17177 0.65881 1.59413 0.05
H 1.46755 -1.03010 2.05758 0.08
C 2.88082 -1.00194 0.46377 -0.08
H 3.67176 -0.42919 -0.02790 0.06
H 2.95397 -2.09134 0.41580 0.07
```

=====

No. 7
Formula: C6H10O
Source: OMol25
Level of theory: ωB97M-V/def2-TZVPD

Values from the calculation:
HOMO-LUMO gap	7.509	eV
E_LUMO	-0.3	eV

Geometry as XYZ:
```
17
Properties=species:S:1:pos:R:3:lowdin_charge:R:1
C 1.06537 -0.95262 -0.96032 -0.21
C 0.65414 -1.17416 0.49079 -0.17
O 0.92831 0.04016 1.24140 -0.03
C 0.01605 0.93414 1.48414 -0.14
C -1.34949 0.98922 1.22813 -0.23
C -2.03597 0.08981 0.39694 0.05
C 0.44236 0.27946 -1.62718 -0.11
H 0.78982 -1.86081 -1.51075 0.12
H 2.15844 -0.87809 -0.99795 0.11
H -0.40514 -1.41283 0.58626 0.08
H 1.29054 -1.92550 0.96776 0.13
H 0.48169 1.78026 1.99405 0.14
H 0.33731 1.10626 -0.92134 0.05
H -1.79668 1.86253 1.71448 0.08
H -3.09565 0.41135 0.36506 -0.01
H 1.07738 0.63953 -2.44136 0.07
H -0.55849 0.07128 -2.01013 0.07
```

=====

No. 8
Formula: C6H24Br2O10
Source: OMol25
Level of theory: ωB97M-V/def2-TZVPD

Values from the calculation:
HOMO-LUMO gap	9.579	eV
E_LUMO	-0.1	eV

Geometry as XYZ:
```
42
Properties=species:S:1:pos:R:3:lowdin_charge:R:1
C -1.08837 -2.74467 1.32832 0.01
C -1.37626 -1.70372 2.55926 -0.26
C -0.37621 -0.58630 2.73221 -0.08
O -1.15569 0.61811 2.90308 0.05
C -2.48756 0.32535 2.70994 -0.54
O -3.37139 1.12006 2.60462 0.16
O -2.58006 -0.98397 2.40044 0.06
H -0.05570 -3.07654 1.22078 0.07
H -1.22224 -2.33129 0.32867 0.06
H -1.72789 -3.62639 1.28748 0.07
H -1.46736 -2.29009 3.47358 0.15
H 0.30441 -0.36708 1.90952 0.12
H 0.12484 -0.67184 3.69643 0.14
Br 2.98453 -3.77374 -1.15866 0.66
C 3.41506 -1.88624 -1.14583 -0.73
C 4.26137 -1.71659 0.01128 -0.77
Br 4.69973 0.14898 0.41513 0.62
H 2.46743 -1.34774 -1.13561 0.04
H 3.93416 -1.48815 -2.01770 0.08
H 5.22470 -2.13925 -0.27410 0.05
H 3.83534 -2.16476 0.90892 0.05
O 0.97101 3.28468 1.10536 -0.06
H 0.02945 3.14905 1.21171 -0.02
H 1.28806 2.47064 0.71414 0.00
O -1.66749 2.70695 0.52453 -0.04
H -2.32906 2.90135 1.18842 0.06
H -1.68310 1.75343 0.44216 0.00
O -0.43111 3.10808 -2.19710 -0.06
H -0.95598 2.81959 -1.45044 -0.02
H -0.29119 2.31415 -2.71316 -0.03
O 1.61786 1.42619 -2.51928 -0.04
H 2.46549 1.71847 -2.85443 0.07
H 1.27150 0.85683 -3.20638 0.05
O -1.36927 0.65536 -3.32416 -0.04
H -1.56773 -0.07533 -3.90977 0.05
H -2.01714 0.58391 -2.62317 -0.01
O -2.89714 -0.03416 -1.18707 -0.02
H -3.84086 0.11901 -1.23351 0.08
H -2.76261 -0.44631 -0.33368 0.04
O -0.01979 0.55351 -0.42057 -0.03
H -0.73252 0.06463 -0.83196 0.01
H 0.57885 0.75568 -1.13959 -0.01
```

=====

It is found that the E_tot values, taken in the order of the records, are -475.315835, -348.127293, -5740.030880, -325.687333, -2731.414125, -1609.034571, -309.696760, -6143.434735 Ha.